1.
A molecular structure, C26H43FN3O2P2PtS2Si2. Source: the OMol25 dataset; level of theory: ωB97M-V/def2-TZVPD.

- energy relative to the best compared isomer or geometry (same formula, charge and spin) (kcal/mol) = 74.8
- HOMO energy (alpha / beta) (eV) = -6.535 / -6.874
- frontier orbital gap (alpha / beta) (eV) = 5.781 / 6.116
- 2S+1 = 2
- lowest unoccupied orbital energy (alpha / beta) (eV) = -0.8 / -0.8
- net charge = 0

Geometry as XYZ:
```
82
Properties=species:S:1:pos:R:3:forces:R:3
Pt 1.2621 -1.2323 0.3601 -0.04 0.45 0.18
C 2.2868 -4.5710 0.6948 0.05 -0.05 0.02
Si 2.8862 -2.8047 0.9607 -0.08 0.01 0.00
C 4.4042 -2.5352 -0.1270 0.04 -0.01 -0.02
C 3.4146 -2.6998 2.7755 0.06 -0.03 0.02
C 4.3608 -3.5549 3.3543 -0.03 0.03 0.00
C 4.6817 -3.4556 4.6989 -0.02 0.02 -0.02
C 4.0585 -2.4940 5.4900 -0.03 0.02 -0.03
C 3.1255 -1.6371 4.9259 0.02 -0.04 -0.04
C 2.7941 -1.7285 3.5683 -0.01 0.02 0.12
Si 1.6074 -0.5628 2.6718 0.06 -0.24 -0.10
C 0.0070 -0.5029 3.6859 -0.05 0.01 0.05
C 2.4737 1.1288 2.8236 -0.04 0.11 0.03
H 2.9965 -5.2692 1.1507 -0.01 0.00 -0.02
H 2.1988 -4.8032 -0.3679 -0.01 0.01 0.02
H 1.3122 -4.7322 1.1592 0.01 -0.01 0.01
H 5.3162 -2.8060 0.4126 -0.01 -0.02 -0.03
H 4.4900 -1.4901 -0.4295 0.03 0.01 0.02
H 4.3439 -3.1440 -1.0324 -0.02 0.03 0.01
H 4.8516 -4.3131 2.7503 -0.01 0.01 0.00
H 5.4125 -4.1258 5.1362 -0.01 0.01 0.00
H 4.3048 -2.4169 6.5428 0.00 0.00 -0.01
H 2.6500 -0.8880 5.5532 0.00 -0.01 -0.01
H 0.1160 0.1194 4.5822 0.00 -0.05 -0.03
H -0.2532 -1.5145 4.0069 -0.01 0.02 0.00
H -0.8299 -0.1168 3.0997 0.02 -0.01 0.02
H 2.2709 1.5809 3.8047 0.06 -0.03 -0.10
H 2.1788 1.8326 2.0417 -0.03 -0.01 0.03
H 3.5513 0.9751 2.7328 -0.01 0.02 0.02
C -4.2637 -2.5355 -3.7350 0.06 -0.01 -0.01
C -3.2470 -1.6354 -4.4095 -0.09 -0.03 0.29
O -2.1538 -1.3486 -3.5381 0.30 -0.08 -0.42
P -2.0415 -0.3222 -2.2858 -0.71 0.07 -0.04
S 0.6188 0.6844 -0.8251 0.13 -0.03 -0.23
S -0.1659 0.5102 -2.7606 0.38 0.09 0.18
O -3.1114 0.8731 -2.7443 0.03 -0.04 0.13
C -2.8709 2.0168 -3.5564 0.10 0.08 0.01
C -2.8099 1.7396 -5.0447 0.00 -0.06 0.01
H -5.0427 -2.8242 -4.4422 -0.02 0.01 -0.01
H -4.7323 -2.0234 -2.8944 -0.02 0.00 0.03
H -3.7780 -3.4389 -3.3661 0.00 0.00 0.00
H -3.7150 -0.7098 -4.7433 0.01 0.01 0.04
H -2.8085 -2.1276 -5.2773 0.04 0.00 0.01
H -1.9224 2.4731 -3.2493 -0.07 0.02 0.03
H -3.6884 2.7086 -3.3377 0.03 0.00 0.03
H -2.0280 1.0150 -5.2752 -0.01 -0.02 0.00
H -2.5777 2.6649 -5.5755 0.00 0.02 0.01
H -3.7633 1.3687 -5.4198 0.00 -0.03 -0.01
C -0.9438 5.6624 1.4970 -0.05 -0.11 0.03
N -0.6029 4.9065 0.2127 -0.03 -0.03 -0.01
C -1.9198 4.5377 -0.4873 -0.02 -0.13 0.06
N -2.7677 3.7984 0.3796 0.09 -0.03 -0.07
C -3.0305 4.5565 1.5976 0.05 -0.03 -0.02
N -1.8091 4.8975 2.3249 0.10 -0.01 0.04
C -1.1417 3.6932 2.8653 -0.01 0.07 -0.11
P -0.6289 2.4325 1.5828 -0.04 0.00 0.08
C 0.2208 3.6748 0.4873 0.01 0.15 0.08
C -2.2421 2.4465 0.6605 0.04 0.09 -0.07
H -1.4238 6.5912 1.1856 -0.02 0.00 -0.01
H -0.0005 5.8770 1.9977 0.01 0.00 0.01
H -0.0757 5.5250 -0.4031 0.01 -0.01 0.00
H -1.6523 3.9598 -1.3721 -0.01 -0.01 0.01
H -2.3810 5.4842 -0.7731 -0.01 0.01 0.01
H -3.6752 3.9689 2.2480 -0.01 0.00 0.01
H -3.5476 5.4808 1.3321 -0.01 0.02 -0.01
H -1.8152 3.2155 3.5776 -0.04 0.00 0.01
H -0.2581 4.0001 3.4305 -0.02 0.02 0.00
H 0.4470 3.1950 -0.4626 0.01 -0.04 -0.07
H 1.1592 3.9971 0.9441 -0.03 0.01 0.01
H -2.9871 1.8942 1.2333 -0.03 0.00 0.03
H -2.1010 1.9038 -0.2760 -0.03 0.01 -0.03
F -0.1560 -4.7915 -4.5057 0.02 0.06 0.08
C 0.1853 -4.0123 -3.4416 -0.08 -0.07 0.00
C 1.2682 -3.1690 -3.5526 0.12 0.18 0.11
C 1.5950 -2.3552 -2.4661 -0.17 -0.23 -0.13
C 0.8559 -2.3973 -1.2847 -0.03 -0.26 -0.11
C -0.2224 -3.2801 -1.2114 0.06 -0.02 -0.25
C -0.5704 -4.0903 -2.2903 0.00 0.04 0.08
H 1.8359 -3.1405 -4.4753 -0.02 0.00 0.04
H 2.4327 -1.6751 -2.5556 0.03 0.02 -0.01
H -0.8046 -3.3450 -0.3004 -0.04 -0.01 0.04
H -1.4136 -4.7694 -2.2445 0.03 0.02 0.00
```
Positions in Å, forces in eV/Å.

***

2.
2 unconnected molecules or ions with the total composition C4H12N2S. Source: the OMol25 dataset; level of theory: ωB97M-V/def2-TZVPD.

- energy relative to the best compared isomer or geometry (same formula, charge and spin) (kcal/mol) = 84.1
- HOMO energy (eV) = -8.702
- frontier orbital gap (eV) = 9.326
- lowest unoccupied orbital energy (eV) = 0.6
- net charge = 0

Geometry as XYZ:
```
19
Properties=species:S:1:pos:R:3:forces:R:3
C 0.5323 -1.0837 -2.0125 2.68 0.34 0.22
C -1.4245 0.2781 -1.4527 0.27 2.43 -1.72
C 0.9084 1.2197 -1.0540 1.62 -1.43 1.24
C 0.0477 0.0726 -1.5718 -0.61 -0.50 0.44
N 1.6159 -0.5584 3.1267 -0.46 0.47 -0.13
N -1.1739 -0.0559 2.5114 0.45 -1.02 -0.11
S 0.4575 -0.8238 2.0909 -0.23 0.04 1.29
H 1.6541 -1.2631 -2.0396 -1.40 0.37 -0.07
H -1.2147 0.9301 2.3056 0.50 0.43 -0.15
H -0.0316 -1.9373 -2.3167 -0.66 -0.16 -0.09
H -1.8405 0.0724 -0.4910 0.01 0.72 1.06
H -2.0666 -0.2975 -2.0881 0.11 -0.58 -0.82
H -1.4568 1.3661 -1.8493 -1.12 -1.43 1.23
H 1.1114 0.9907 0.0736 -0.27 0.51 -1.81
H 1.8815 1.0159 -1.5899 -0.70 1.01 0.78
H 0.5660 2.2878 -1.0836 0.07 -1.24 -0.51
H 2.2377 0.2059 2.8430 -0.39 -0.30 -0.36
H -1.8328 -0.4748 1.8427 0.21 -0.04 0.25
H 0.0289 -1.9449 2.7554 -0.08 0.39 -0.75
```
Positions in Å, forces in eV/Å.

***

3.
A single C5H11N molecule. Source: the OMol25 dataset; level of theory: ωB97M-V/def2-TZVPD.

- energy relative to the best compared isomer or geometry (same formula, charge and spin) (kcal/mol) = 47.7
- HOMO energy (eV) = -8.119
- frontier orbital gap (eV) = 9.230
- lowest unoccupied orbital energy (eV) = 1.1
- net charge = 0

Geometry as XYZ:
```
17
Properties=species:S:1:pos:R:3:forces:R:3
C 2.5605 -0.4100 -0.4320 0.73 -2.16 -1.47
C 1.4773 -0.1975 0.6270 0.34 -2.35 -0.85
N -0.9745 1.5365 0.2017 3.92 -5.91 -2.28
C -0.9978 0.0474 0.1104 -0.02 1.41 -2.08
C 0.1203 -0.7524 0.1104 -0.50 1.11 1.94
C -2.3665 -0.3635 -0.4904 0.41 0.40 1.32
H 3.0540 0.4823 -0.8239 0.55 -0.10 0.78
H 2.0952 -0.7613 -1.3507 -0.41 -0.06 -0.23
H 3.2445 -1.3434 -0.2334 -0.75 2.23 0.03
H 1.9533 -0.7076 1.5048 -1.33 0.64 -0.13
H 1.3717 0.8346 0.7618 0.05 1.39 0.78
H -1.6925 2.0176 0.5194 -4.17 2.23 1.94
H -0.0955 1.8266 0.5000 1.23 1.05 0.73
H 0.0721 -1.8538 -0.0471 -0.28 1.08 -0.13
H -3.0618 -0.3901 0.4715 0.88 -0.67 -2.39
H -2.1510 -1.2984 -1.1136 -1.14 1.07 1.23
H -2.7314 0.4939 -1.1525 0.49 -1.36 0.81
```
Positions in Å, forces in eV/Å.

***

4.
5 unconnected molecules or ions with the total composition C4H15NO3. Source: the OMol25 dataset; level of theory: ωB97M-V/def2-TZVPD.

- energy relative to the best compared isomer or geometry (same formula, charge and spin) (kcal/mol) = 115.4
- HOMO energy (eV) = -9.534
- frontier orbital gap (eV) = 7.874
- lowest unoccupied orbital energy (eV) = -1.7
- net charge = 0

Geometry as XYZ:
```
23
Properties=species:S:1:pos:R:3:forces:R:3
N -0.1250 -1.3418 1.2071 -1.32 0.83 -0.41
C -1.2443 -0.9580 0.3724 1.04 -3.26 -0.90
C -0.7705 -0.8628 -1.0624 -0.42 0.67 -0.39
C 0.2944 -1.9385 -1.0769 0.09 -1.06 0.18
C 0.9541 -1.7820 0.3024 0.47 0.45 -0.55
H 0.0311 -0.3872 1.5903 1.29 -0.37 0.57
H -2.1098 -1.6111 0.4998 -0.50 0.91 0.43
H -1.4420 0.1362 0.7665 -0.88 0.66 -0.16
H -1.5716 -0.9706 -1.7981 0.06 -0.15 0.17
H -0.3208 0.1188 -1.2344 0.10 -0.03 0.07
H -0.1370 -2.9479 -1.1637 -0.23 0.27 0.15
H 0.9926 -1.8965 -1.9100 0.09 0.48 0.08
H 1.4073 -2.7101 0.6506 -0.19 0.03 0.14
H 1.7420 -1.0348 0.2069 0.03 0.14 0.25
H -0.9362 2.1843 0.2195 0.12 0.56 -0.39
H -1.0543 3.3069 -0.8242 0.20 0.29 -0.22
O -1.5698 2.6196 -0.4118 -0.16 -0.66 0.51
H 0.4117 1.8594 2.0258 -0.16 -0.18 -0.33
H -1.7045 0.8035 1.1984 1.22 0.26 0.14
O 0.1981 1.3619 1.2202 -1.02 0.21 0.85
H 2.6502 1.9943 -0.5777 0.06 0.12 0.05
H 1.3727 1.3745 0.0834 0.23 0.06 -0.14
O 2.0171 1.2819 -0.6664 -0.13 -0.22 -0.10
```
Positions in Å, forces in eV/Å.

***

5.
2 unconnected molecules or ions with the total composition H4O2. Source: the OMol25 dataset; level of theory: ωB97M-V/def2-TZVPD.

- energy relative to the best compared isomer or geometry (same formula, charge and spin) (kcal/mol) = 6.5
- HOMO energy (eV) = -11.088
- frontier orbital gap (eV) = 11.838
- lowest unoccupied orbital energy (eV) = 0.8
- net charge = 0

Geometry as XYZ:
```
6
Properties=species:S:1:pos:R:3:forces:R:3
H -0.8835 0.8194 0.0535 0.27 0.53 -0.51
H -0.0629 1.9156 0.5301 2.48 1.23 3.20
H -0.1489 -1.9495 -0.1475 0.91 1.07 0.38
H 1.2315 -1.3095 -0.3726 0.77 -0.06 -0.53
O -0.5698 1.7152 -0.1837 -2.66 -1.72 -2.73
O 0.4336 -1.1912 0.1201 -1.77 -1.05 0.19
```
Positions in Å, forces in eV/Å.

***

6.
A molecular structure, C16H24N4O7P2STi. Source: the OMol25 dataset; level of theory: ωB97M-V/def2-TZVPD.

- energy relative to the best compared isomer or geometry (same formula, charge and spin) (kcal/mol) = 65.2
- HOMO energy (alpha / beta) (eV) = -0.122 / -0.121
- frontier orbital gap (alpha / beta) (eV) = 4.467 / 4.465
- lowest unoccupied orbital energy (alpha / beta) (eV) = 4.3 / 4.3
- net charge = -2

Geometry as XYZ:
```
55
Properties=species:S:1:pos:R:3:forces:R:3
Ti -1.3052 -0.9926 -0.8138 -0.80 1.88 0.68
O -3.5263 -2.9007 1.6043 0.07 0.08 0.14
P -3.9807 -1.9781 0.3393 0.24 -0.17 -0.38
O -5.3660 -1.4978 0.5993 -0.04 0.06 -0.08
O -2.9351 -0.7987 0.2528 0.46 -0.63 -0.12
O -3.7191 -2.8797 -0.8899 -0.17 -0.05 0.05
P -1.9896 -4.0079 -1.2367 0.01 0.27 0.16
O -1.8819 -1.0661 -2.5762 0.16 -0.17 0.22
O -2.2015 -5.2947 -0.5113 0.04 -0.03 0.10
O -1.1216 -2.9541 -0.4033 0.09 -0.26 -0.41
H -3.9703 -2.5505 2.3822 -0.03 0.01 -0.03
H -2.6473 -1.6686 -2.5275 0.05 -0.05 -0.17
N 2.5022 -2.0978 -2.6733 -0.14 0.08 0.17
C 1.1732 -2.0230 -2.3675 -0.11 -0.06 0.03
N 0.9143 -1.1511 -1.4383 0.08 -0.47 -0.26
C 2.1422 -0.6198 -1.0698 -0.18 0.05 0.12
C 2.4452 0.3470 -0.1125 -0.07 -0.11 -0.13
C 3.7710 0.6962 0.0443 0.05 -0.05 -0.06
C 4.7833 0.0998 -0.7306 -0.09 0.02 0.04
C 4.4914 -0.8597 -1.6833 -0.02 -0.01 0.01
C 3.1511 -1.2086 -1.8330 0.20 0.00 -0.06
H 2.9180 -2.7571 -3.3029 0.01 0.00 -0.02
H 0.4118 -2.6316 -2.8359 0.02 -0.02 -0.02
H 1.6193 0.7902 0.4275 0.14 0.02 0.03
H 4.0441 1.4452 0.7775 0.00 0.00 0.00
H 5.8115 0.4036 -0.5737 0.01 -0.02 -0.03
H 5.2678 -1.3198 -2.2829 0.02 0.02 0.01
C 0.3204 -0.9179 5.2420 -0.05 -0.02 0.01
N 0.0511 0.0864 4.2472 -0.02 0.03 0.03
C -0.1248 1.4486 4.4650 -0.01 0.02 -0.14
C -0.2768 2.0216 3.2491 0.04 -0.04 0.12
N -0.1881 1.0236 2.3130 0.33 0.04 0.13
C 0.0264 -0.1752 2.9047 0.10 0.10 -0.24
S 0.2263 -1.6283 2.1131 0.04 -0.12 0.19
H 0.0545 -0.5214 6.2214 0.01 -0.01 0.01
H 1.3743 -1.2053 5.2319 0.00 0.00 0.00
H -0.2709 -1.8070 5.0257 0.01 0.00 -0.01
H -0.1455 1.8698 5.4540 -0.02 0.00 0.01
H -0.4503 3.0470 2.9755 -0.02 0.00 0.01
H -0.1985 1.0964 1.2680 -0.49 -0.03 -0.20
C 0.3163 1.7006 -2.7082 -0.01 0.03 -0.02
C -0.7370 2.0710 -1.6544 0.24 -0.03 -0.15
C -0.2769 3.3768 -0.9809 -0.02 -0.03 0.06
C -2.0502 2.3639 -2.4035 -0.06 0.00 0.08
C -0.9718 0.9669 -0.6227 0.23 0.02 0.27
H 0.3974 2.4855 -3.4723 -0.01 0.02 0.02
H 0.0424 0.7717 -3.2093 -0.04 -0.05 0.00
H 1.3014 1.5735 -2.2532 -0.02 0.01 -0.01
H -0.1410 4.1948 -1.7019 0.00 0.00 -0.03
H 0.6706 3.2183 -0.4563 0.02 0.00 -0.01
H -1.0217 3.6957 -0.2446 0.00 0.00 0.00
H -1.9323 3.1707 -3.1423 0.02 0.02 -0.01
H -2.8269 2.6543 -1.6905 0.00 0.00 -0.01
H -2.3918 1.4612 -2.9100 0.01 -0.04 0.00
H -1.5779 1.4329 0.1749 -0.30 -0.30 -0.14
```
Positions in Å, forces in eV/Å.

***

7.
A molecular structure, C8H22N2Si. Source: the OMol25 dataset; level of theory: ωB97M-V/def2-TZVPD.

- energy relative to the best compared isomer or geometry (same formula, charge and spin) (kcal/mol) = 120.2
- HOMO energy (eV) = -7.917
- frontier orbital gap (eV) = 8.628
- lowest unoccupied orbital energy (eV) = 0.7
- net charge = 0

Geometry as XYZ:
```
33
Properties=species:S:1:pos:R:3:forces:R:3
C 3.4900 0.9281 0.6639 -1.68 1.56 4.33
C -1.5535 2.1206 0.0889 -1.96 1.08 -2.10
C -2.2914 0.2523 -1.2844 3.02 0.86 -2.56
C -2.9590 0.2039 1.0288 1.54 1.30 1.24
C -0.4359 -2.8333 0.5894 1.14 0.73 1.66
C 1.2114 -2.1794 -1.1182 2.82 3.18 3.72
C 2.7956 1.3159 -0.6135 0.24 0.05 0.62
C -1.7697 0.6358 0.0347 -0.89 -0.78 1.16
N 1.3772 1.5569 -0.5032 -1.59 -2.92 -0.14
N 0.3087 -1.7061 -0.0999 -1.75 -0.30 2.11
Si -0.0214 -0.1025 0.4724 0.59 2.48 -2.20
H 3.1320 0.0172 1.2475 0.43 0.47 -1.53
H 4.5337 0.9658 0.5586 1.59 -0.48 -0.12
H 3.2831 1.6883 1.5646 0.36 -0.89 -2.03
H -1.0074 2.5374 -0.8093 -0.57 -0.60 1.02
H -2.5483 2.6646 0.2032 1.13 -0.55 -0.22
H -1.0084 2.2785 0.9423 1.47 1.21 2.24
H -3.2359 0.6956 -1.4352 -1.12 0.78 -0.57
H -2.4040 -0.7883 -1.3818 -0.11 -1.54 -0.27
H -1.4972 0.6174 -2.0788 -1.81 -0.74 1.05
H -2.6583 0.5212 2.1217 -1.20 -0.14 -1.98
H -4.0045 0.4998 0.6373 1.79 0.05 0.89
H -2.9474 -0.8585 1.0874 -0.21 -1.12 -0.06
H -1.2836 -3.3250 0.1357 -0.51 0.58 -0.84
H 0.2944 -3.6429 0.6729 0.08 0.01 0.30
H -0.7556 -2.5823 1.6671 0.53 -0.05 -1.59
H 1.7531 -3.0371 -0.7750 0.69 -0.47 0.49
H 0.6634 -2.4866 -1.8699 -2.30 -1.12 -4.58
H 1.9190 -1.3109 -1.2753 -0.69 -1.32 -0.66
H 3.3631 2.1966 -1.0796 -0.92 -1.10 0.45
H 2.9616 0.4259 -1.1856 0.04 -0.23 -1.30
H 1.2488 2.4492 -0.0829 -0.55 0.51 0.80
H 0.0462 0.2819 1.8762 0.42 -0.51 0.65
```
Positions in Å, forces in eV/Å.

***

8.
2 unconnected molecules or ions with the total composition C3H6N3. Source: the OMol25 dataset; level of theory: ωB97M-V/def2-TZVPD.

- energy relative to the best compared isomer or geometry (same formula, charge and spin) (kcal/mol) = 43.2
- HOMO energy (alpha / beta) (eV) = -14.022 / -15.893
- frontier orbital gap (alpha / beta) (eV) = 9.739 / 8.988
- 2S+1 = 3
- lowest unoccupied orbital energy (alpha / beta) (eV) = -4.3 / -6.9
- net charge = +1

Geometry as XYZ:
```
12
Properties=species:S:1:pos:R:3:forces:R:3
C -1.1569 1.1201 -0.8234 -3.76 -0.76 1.20
C 0.1342 1.5123 -0.9501 0.04 -1.73 -0.55
C -1.1465 -0.1505 -0.2022 0.73 1.36 -1.21
N 0.9084 0.4181 -0.6581 -0.79 3.88 -0.38
N 0.1366 -0.5471 -0.1007 1.66 0.32 -0.65
N 0.8243 -1.5650 0.3246 0.83 -0.24 -0.54
H -2.1237 1.6767 -1.0649 1.81 -0.75 0.46
H 0.3963 2.4804 -1.3193 1.04 0.07 -0.15
H -1.8469 -0.8402 0.1350 -1.50 -0.72 0.37
H 1.8880 0.5946 -0.5877 0.93 -1.30 0.65
H 0.2851 -2.4005 0.4638 -0.97 -0.27 0.34
H 0.7371 -0.9040 2.6093 -0.02 0.15 0.46
```
Positions in Å, forces in eV/Å.

***

- The lowest net charge belongs to which entry?
  C16H24N4O7P2STi